# 1
Computed, not measured: an isolated molecule of C4H9NOS in a non-equilibrium geometry, with ωB97M-V with the def2-TZVPD basis set.

Geometry (Å):
H (0.5206, 0.3257, 1.2994)
H (1.6063, 3.3466, -0.9921)
H (0.1649, -3.2403, 1.2127)
C (-0.4150, -2.5311, 1.7747)
C (1.0465, 1.4369, -0.4873)
C (0.0901, 0.5814, 0.3110)
C (-0.3664, -0.6764, -0.4603)
H (0.5114, -1.3023, -0.6219)
S (-1.5164, -1.6258, 0.6419)
H (0.2640, -1.8144, 2.1980)
N (0.8618, 2.8008, -0.5923)
H (-1.0451, -2.9565, 2.5628)
H (-0.8319, -0.4219, -1.4022)
O (1.9928, 0.9591, -1.1085)
H (-0.8522, 1.1333, 0.4869)
H (0.2190, 3.2594, 0.0479)

Force components x, y, z for each atom (eV/Å):
H -0.091 0.112 -0.623
H 0.039 -0.154 -0.014
H 0.050 -0.637 0.018
C -0.262 0.860 -0.556
C 1.732 0.439 -1.277
C -1.221 0.533 -0.126
C 1.032 -0.436 1.883
H -0.121 -0.046 -0.377
S -0.424 0.098 -0.650
H 0.350 0.226 0.507
N -1.183 -0.468 1.151
H 0.235 -0.066 -0.347
H -0.284 -0.123 -0.056
O -0.701 -0.311 0.592
H 0.528 0.061 0.249
H 0.321 -0.089 -0.375

gap between HOMO and LUMO: 9.45 eV
relative energy (zero: lowest compared OMol25 entry of this formula, charge and spin): 9.4 kcal/mol
structure (SMILES): CSCCC(N)=O
E_LUMO: 0.827 eV

Here are the Mulliken charges for atoms 1 to 4, given in e:
1. H 0.283
2. H 0.248
3. H 0.265
4. C -0.763

***

# 2
Computed, not measured: C11H44BeN22O15S as an isolated structure in a non-equilibrium geometry, with ωB97M-V with the def2-TZVPD basis set.

Geometry (Å):
H (-11.4784, 14.2462, -2.1832)
H (-18.5467, 14.9459, 3.8961)
H (-15.8134, 9.7022, 4.2134)
N (-20.6020, 16.5167, 5.5459)
H (-14.9804, 15.2537, -0.5566)
H (-11.9656, 14.0228, -0.6189)
H (-18.0414, 11.0728, -0.3650)
H (-7.1501, 10.7973, -1.7377)
H (-21.3227, 16.5937, 4.8425)
H (-16.4133, 10.6626, 0.0240)
H (-18.2815, 7.8522, 5.4178)
C (-17.1101, 9.3249, 5.7363)
O (-18.1636, 9.6024, -2.3188)
C (-6.1749, 17.4638, 0.2765)
H (-20.0970, 15.3851, 3.4382)
H (-20.7981, 17.1715, 6.2894)
H (-10.5536, 10.1005, 9.6493)
H (-6.1560, 17.6647, 2.1848)
N (-13.2739, 20.7825, 3.5738)
O (-8.3206, 9.1342, -3.3072)
C (-11.6488, 8.4221, 9.3850)
C (-4.6489, 9.7677, 5.6366)
H (-13.5947, 14.6249, 0.2884)
O (-11.1792, 11.1138, 3.2169)
N (-17.2278, 10.5043, -0.5519)
H (-2.8140, 9.1774, 6.2951)
O (-13.6485, 15.4798, -2.7613)
H (-13.1992, 5.7312, 2.6674)
Be (-13.7226, 14.3825, 7.5301)
H (-18.4619, 8.7683, 6.9133)
H (-6.5199, 10.6181, 5.8286)
H (-7.6053, 15.6073, 7.4363)
C (-12.6772, 19.5914, 3.6907)
N (-8.0549, 10.4139, -1.5044)
N (-19.4436, 15.2944, 4.2030)
N (-11.2994, 8.1469, 8.1784)
H (-12.1694, 4.5357, 2.0341)
H (-6.2737, 16.7658, -1.5460)
O (-4.5730, 9.4241, 4.5234)
H (-16.6596, 8.2080, 4.1278)
H (-5.6630, 10.2225, 7.2748)
H (-8.5403, 10.5512, -0.6294)
H (-12.1377, 19.6401, 1.7005)
N (-7.2293, 17.1086, 10.0925)
H (-13.6115, 21.0729, 4.4803)
O (-5.4483, 18.4382, 0.0419)
N (-13.5727, 2.9675, 1.3161)
H (-4.0092, 9.6249, 7.4916)
N (-14.0037, 14.9966, -0.5570)
H (-15.8130, 8.7418, -0.5544)
H (-7.3426, 15.9049, -0.4490)
O (-8.9813, 15.9453, 9.3501)
O (-12.6724, 19.1045, 4.7817)
N (-9.7773, 9.0494, -1.5603)
O (-12.5328, 12.9297, 3.7243)
N (-12.1861, 19.1262, 2.5687)
C (-7.8556, 16.4399, 9.1805)
N (-11.3749, 9.5664, 9.8948)
O (-10.3790, 13.2818, 2.8350)
H (-10.9803, 8.8502, 7.5276)
H (-11.6078, 7.2853, 7.7510)
C (-8.6934, 9.4658, -2.2023)
N (-6.5661, 17.1102, 1.4469)
O (-10.8274, 12.4850, 5.0593)
C (-19.5122, 15.9008, 5.3282)
N (-13.1112, 4.8922, 2.1120)
H (-6.3821, 17.5378, 9.7487)
N (-12.2475, 14.3402, -1.5353)
N (-7.2515, 16.3016, 8.0788)
H (-6.9762, 16.1958, 1.5727)
N (-17.9012, 8.4544, 6.1340)
C (-13.3164, 15.0297, -1.6833)
N (-16.3121, 8.7577, -1.4323)
O (-15.1605, 4.0683, 2.2725)
N (-3.7502, 9.4772, 6.5266)
C (-14.0522, 4.0287, 1.8966)
H (-13.5238, 21.2849, 2.7340)
H (-16.1704, 8.2867, -2.3145)
H (-14.2666, 2.2599, 1.1213)
H (-11.6289, 9.6389, 10.8696)
O (-16.9044, 10.2659, 6.5104)
N (-5.6963, 10.2295, 6.2654)
N (-16.5034, 9.0810, 4.6110)
S (-11.2023, 12.4343, 3.6909)
H (-10.1670, 8.2226, -1.9898)
O (-18.5196, 16.0833, 6.0487)
N (-6.6200, 16.5911, -0.6135)
H (-12.5738, 2.8967, 1.1845)
H (-6.2669, 16.5250, 8.0519)
O (-12.2967, 7.5371, 9.9347)
H (-10.0519, 9.2306, -0.6053)
H (-11.7453, 18.2182, 2.6045)
H (-7.5842, 17.2688, 11.0244)
C (-17.2995, 9.5946, -1.4887)

Force components x, y, z for each atom (eV/Å):
H -0.689 0.482 -0.411
H -0.113 0.104 0.439
H -0.269 -0.074 0.421
N -6.565 3.026 0.990
H 0.373 0.091 0.048
H -0.163 -0.005 -0.172
H 0.276 -0.094 -0.189
H -0.443 -0.234 0.074
H 0.182 -0.400 0.007
H -0.295 -0.091 -0.226
H -0.494 -0.307 0.640
C 3.482 5.461 2.129
O -1.637 -0.328 -1.685
C 1.917 1.911 -1.976
H -0.162 0.054 0.522
H 0.920 -0.462 0.161
H -0.203 -0.178 -0.230
H -0.409 -0.504 0.323
N -1.060 2.276 0.208
O -0.351 -0.963 -0.502
C -2.720 -4.546 0.778
C -0.414 -1.153 0.881
H -0.416 0.150 -0.258
O -0.194 -3.622 -1.581
N -0.485 3.211 3.435
H -0.463 -0.044 -0.020
O -0.809 0.897 -0.277
H -0.415 -0.434 -0.074
Be 0.059 -0.059 -0.272
H -0.120 -0.502 -0.157
H 0.359 -0.372 -0.105
H 0.072 0.311 0.106
C -1.124 1.810 0.079
N 0.030 1.046 1.571
N 0.847 -3.457 -5.213
N 2.278 0.078 -5.515
H -0.116 0.584 0.041
H -0.461 -0.348 -0.017
O 0.214 -0.242 -5.425
H 0.139 0.266 0.069
H -0.499 0.411 -0.463
H 1.187 0.844 0.174
H -0.084 -0.084 0.433
N 2.513 2.260 2.338
H -0.208 0.400 -0.477
O -0.662 -0.800 -0.089
N 1.092 -3.319 -2.169
H 0.964 -0.128 -0.207
N -2.788 0.899 2.576
H 0.529 -0.750 -0.878
H 0.311 0.349 -0.127
O 0.091 0.062 0.267
O 0.769 -2.192 1.935
N -2.632 -2.228 0.056
O -4.175 1.366 0.333
N 1.622 -2.227 -2.335
C -6.004 -2.023 2.740
N 1.233 4.471 2.647
O 0.465 0.313 0.255
H 0.016 -0.047 0.149
H -0.040 0.226 0.517
C 2.052 1.319 -1.249
N -0.940 -0.146 4.865
O 1.266 0.740 3.433
C 5.036 2.098 2.808
N 3.888 3.940 0.887
H -0.070 0.327 1.026
N 6.250 -3.213 0.994
N 3.519 -0.704 -5.489
H 0.272 0.443 0.573
N -5.594 -5.802 1.495
C -1.728 0.684 -2.437
N 2.273 -2.341 -0.355
O -5.044 1.172 1.210
N 4.084 -0.775 3.565
C 0.475 -0.941 0.648
H 0.134 -0.275 0.276
H 0.657 -0.583 0.717
H 0.727 -0.227 -0.082
H -0.001 0.042 -0.125
O 0.892 1.271 -0.792
N -4.262 2.308 1.771
N 2.013 -0.308 -3.814
S 2.534 1.272 -2.276
H -0.282 0.189 0.218
O -0.111 -0.969 0.304
N -0.049 -0.916 -3.545
H -0.597 -0.735 -0.449
H -0.168 -0.250 -0.487
O -0.566 -0.021 1.770
H 0.435 0.044 -0.298
H -0.046 0.257 -0.120
H 0.011 -0.017 -0.511
C -1.318 0.973 -0.822

gap between HOMO and LUMO: 3.03 eV
relative energy (zero: lowest compared OMol25 entry of this formula, charge and spin): 423.8 kcal/mol
E_LUMO: -6.227 eV

Here are the Mulliken charges for atoms 1 to 4, given in e:
1. H 0.210
2. H 0.228
3. H 0.205
4. N -0.366

***

Electronic energy: -18667.1184; -86847.0630 (eV)
HOMO energy: -8.62; -9.26 (eV)